[1]
This record from the Open Molecules 2025 dataset describes a 2-piece molecular cluster, C4H12OS2 overall at a distorted geometry. The level of theory is ωB97M-V/def2-TZVPD.

```
19
Properties=species:S:1:pos:R:3:forces:R:3:mulliken_charge:R:1
C 1.609208 -0.615297 1.695118 1.2 -3.3 2.5 -0.921
C 1.498380 0.672309 0.862058 -0.2 -2.3 -1.6 -0.071
C 1.716853 0.203229 -0.598865 3.0 -1.0 -1.6 -1.057
S 1.152930 -1.597905 -1.145368 -1.3 2.9 0.7 -0.086
S -0.873627 -1.239007 -0.572035 1.1 -0.4 0.5 -0.094
C -1.288100 0.163641 -1.577732 0.8 -1.3 -1.2 -1.005
H 2.141703 -0.565452 2.742769 -1.0 0.5 -2.0 0.297
H 0.634977 -1.219886 1.942478 1.4 1.8 -0.7 0.211
H 2.204870 -1.492695 1.163799 -0.9 2.1 0.9 0.258
H 0.451632 0.916557 0.806105 -0.3 1.2 0.9 0.243
H 2.290044 1.447291 1.014295 -1.2 -0.4 0.4 0.309
H 1.538869 0.964374 -1.428410 -0.2 -1.1 1.2 0.388
H 2.840678 0.019406 -0.645054 -1.1 0.2 -0.3 0.427
H -2.150596 0.622571 -1.255076 -2.6 0.3 0.8 0.440
H -0.681190 1.010098 -1.682461 1.9 0.9 0.5 0.335
H -1.347151 -0.242969 -2.557764 -0.7 0.0 -1.0 0.325
O -3.376690 4.021167 2.486192 -1.4 0.7 0.2 -0.641
H -2.552820 4.489779 2.546589 0.7 0.2 0.0 0.316
H -4.044384 4.728901 2.658157 0.7 -1.0 -0.2 0.325
```
Forces are in eV/Å.

Computed properties:
- orbital gap (eV) = 8.955
- SMILES string = CCCSSC.O
- relative energy (zero: lowest compared OMol25 entry of this formula, charge and spin) (kcal per mole) = 47.4
- HOMO (hartree) = -0.3059

[2]
This record from the Open Molecules 2025 dataset describes a 2-piece molecular cluster, C4H12P2S overall at a distorted geometry. The level of theory is ωB97M-V/def2-TZVPD.

```
19
Properties=species:S:1:pos:R:3:forces:R:3:mulliken_charge:R:1
C -0.633710 2.147263 -0.470270 -0.6 1.8 -2.6 -0.716
P 0.707918 1.544407 0.312209 0.4 0.0 0.6 0.290
C 0.268442 1.205841 2.024424 -2.4 1.0 1.0 -1.246
P 1.256393 -0.401666 -0.502187 1.8 -0.4 -0.7 0.286
C 2.644721 0.087746 -1.736451 -2.7 -4.0 -2.0 -1.001
S 2.232642 -1.347814 0.916199 -0.3 -0.3 0.2 -0.406
H -0.649784 2.341290 -1.600055 0.4 -0.9 1.6 0.271
H -1.148248 2.998017 -0.064066 -0.5 0.0 0.8 0.346
H 0.011099 1.999715 2.713440 0.5 1.6 -0.6 0.420
H 0.957803 0.725040 2.632941 1.6 -1.5 0.3 0.432
H -0.718710 0.763424 2.177690 0.2 -1.0 -0.8 0.371
H 2.571636 -0.768571 -2.622430 0.4 2.3 2.3 0.266
H 2.492952 1.019021 -2.163279 -0.5 1.8 -1.0 0.366
H 3.571844 0.050463 -1.277808 1.7 -0.3 1.0 0.320
C -2.681737 -2.487296 -0.056798 2.3 0.1 0.1 -0.979
H -1.903532 -3.120964 -0.574361 -0.8 0.9 0.8 0.205
H -2.896851 -2.791418 0.945184 0.4 -0.2 0.7 0.254
H -2.514947 -1.414066 -0.105275 0.8 0.0 0.2 0.164
H -3.567929 -2.550437 -0.549099 -2.7 -0.7 -1.8 0.358
```
Forces are in eV/Å.

Computed properties:
- orbital gap (spin up / spin down) (eV) = 6.929 / 5.663
- SMILES string = C=P(C)=P(C)=S.C
- relative energy (zero: lowest compared OMol25 entry of this formula, charge and spin) (kcal per mole) = 76.1
- HOMO (spin up / spin down) (hartree) = -0.2899 / -0.2747

[3]
This record from the Open Molecules 2025 dataset describes a single C4H12P2S molecule at a distorted geometry. The level of theory is ωB97M-V/def2-TZVPD.

```
19
Properties=species:S:1:pos:R:3:forces:R:3:mulliken_charge:R:1
C 0.834424 -1.850128 -1.164857 0.0 0.1 0.0 -0.972
P 1.341530 -0.308451 -0.285880 -0.2 -0.3 0.2 0.033
C 1.498307 -1.010023 1.417676 -0.1 0.1 -0.1 -1.032
P -0.709849 0.437865 -0.036192 -3.0 -1.5 0.1 0.398
C -1.048186 1.388328 -1.559298 0.0 -0.2 0.1 -1.060
C -0.675189 1.740148 1.251007 -0.1 -0.4 -0.2 -1.134
S -2.644101 -1.173913 0.231664 3.1 2.3 -0.3 -0.393
H 1.665852 -2.555473 -1.159881 0.0 0.0 0.0 0.371
H 0.582980 -1.622145 -2.199131 0.0 0.0 -0.1 0.325
H -0.036497 -2.288765 -0.673575 0.0 -0.1 0.0 0.297
H 0.611068 -1.589760 1.673277 0.0 -0.1 0.1 0.327
H 1.631007 -0.207451 2.139912 0.0 0.0 0.1 0.336
H 2.376661 -1.652439 1.452979 0.0 0.0 0.0 0.382
H -2.120023 1.579418 -1.604501 0.0 -0.1 0.0 0.349
H -0.506415 2.333644 -1.555986 0.1 0.0 0.0 0.361
H -0.756915 0.793436 -2.425460 -0.1 0.1 0.0 0.321
H 0.152938 2.421249 1.060071 0.0 0.0 0.0 0.396
H -1.622368 2.277213 1.205394 0.0 0.0 0.0 0.361
H -0.575222 1.287252 2.232785 0.0 0.0 0.1 0.334
```
Forces are in eV/Å.

Computed properties:
- orbital gap (eV) = 7.692
- SMILES string = CP(C)P(C)(C)=S
- relative energy (zero: lowest compared OMol25 entry of this formula, charge and spin) (kcal per mole) = 15.9
- HOMO (hartree) = -0.2879

[4]
This record from the Open Molecules 2025 dataset describes a 2-piece molecular cluster, C4H12S overall at a distorted geometry. The level of theory is ωB97M-V/def2-TZVPD.

```
17
Properties=species:S:1:pos:R:3:forces:R:3:mulliken_charge:R:1
C 5.144987 1.738040 0.639207 -2.1 0.0 0.8 -1.197
C 5.073459 0.207405 0.913516 2.2 2.5 1.5 -0.154
C 4.160580 -0.385248 -0.068753 -2.9 -2.5 0.0 -1.010
H 5.240477 1.902589 -0.446215 0.6 0.3 0.6 0.331
H 5.789347 2.250882 1.338962 1.0 0.1 -0.5 0.356
H 4.189570 2.222023 0.934266 0.0 -0.4 -0.5 0.289
H 4.834461 0.052547 1.978272 -0.6 -0.1 -0.5 0.268
H 6.159480 0.017102 0.959045 -0.4 -1.1 -0.9 0.240
H 3.157945 -0.652498 0.408514 0.9 1.1 -0.4 0.250
H 3.943329 0.203520 -0.956371 0.2 0.2 0.1 0.298
H 4.313700 -1.403927 -0.406805 1.1 -0.2 -0.3 0.329
C -4.907745 -1.118581 -1.460108 -1.2 -1.9 -0.2 -0.742
S -4.783441 -0.198505 0.069035 -0.1 0.2 0.0 -0.187
H -5.792443 -1.751305 -1.227986 0.5 0.1 -0.1 0.221
H -5.242775 -0.654294 -2.382293 0.5 0.8 0.1 0.314
H -4.128855 -1.860202 -1.693041 0.1 0.6 0.4 0.295
H -3.546211 0.274207 -0.001652 0.3 0.1 -0.2 0.100
```
Forces are in eV/Å.

Computed properties:
- orbital gap (eV) = 10.167
- SMILES string = CCC.CS
- relative energy (zero: lowest compared OMol25 entry of this formula, charge and spin) (kcal per mole) = 23.9
- HOMO (hartree) = -0.3363

[5]
This record from the Open Molecules 2025 dataset describes a 2-piece molecular cluster, C4H12S overall at a distorted geometry. The level of theory is ωB97M-V/def2-TZVPD.

```
17
Properties=species:S:1:pos:R:3:forces:R:3:mulliken_charge:R:1
C 1.826245 -0.699108 0.153283 -2.0 -1.5 3.0 -0.547
S 1.266300 -2.356951 -0.425629 -0.1 1.6 -2.2 -0.083
C 0.586278 -1.665654 -2.070394 -4.2 -0.9 1.5 -0.830
H 1.989303 -0.911065 1.275517 -0.2 0.6 -1.6 0.276
H 2.685776 -0.189260 -0.203930 0.7 0.0 -0.9 0.410
H 0.874702 -0.145811 0.072868 1.0 0.4 0.1 -0.149
H 0.019391 -2.397969 -2.678123 1.3 -0.5 0.2 0.340
H 1.301123 -1.153163 -2.614308 1.5 0.8 -1.0 0.321
H -0.390675 -1.016811 -1.991065 2.1 -0.4 0.9 0.181
C -1.642705 0.763877 0.700053 2.7 1.1 -4.1 -0.577
C -0.833583 1.794207 1.422678 -7.4 -0.4 5.2 -1.071
H -0.935082 -0.040136 0.520856 -0.9 -1.1 0.2 0.087
H -2.629999 0.553522 0.991769 -0.8 -0.5 1.0 0.393
H -1.748816 1.194613 -0.354657 -0.2 -0.6 1.0 0.208
H -0.722381 1.471232 2.473477 0.8 -0.1 -0.4 0.273
H -1.620762 2.587292 1.651601 1.3 -0.1 -0.5 0.299
H -0.025113 2.211186 1.076004 4.4 1.8 -2.4 0.469
```
Forces are in eV/Å.

Computed properties:
- orbital gap (eV) = 9.714
- SMILES string = CSC.CC
- relative energy (zero: lowest compared OMol25 entry of this formula, charge and spin) (kcal per mole) = 42.2
- HOMO (hartree) = -0.3200

[6]
This record from the Open Molecules 2025 dataset describes a 2-piece molecular cluster, C4H12S overall at a distorted geometry. The level of theory is ωB97M-V/def2-TZVPD.

```
17
Properties=species:S:1:pos:R:3:forces:R:3:mulliken_charge:R:1
C -1.831795 0.347941 -0.827516 -0.3 0.1 0.3 -0.868
C -2.462231 -1.026429 -0.597248 -0.4 0.7 -0.2 -0.439
S -1.380022 -2.193376 0.247115 0.1 -0.4 0.4 -0.244
H -1.378776 0.757424 0.078810 0.4 -0.4 -0.1 0.191
H -2.612429 1.080644 -1.026489 -0.2 0.0 -0.5 0.346
H -1.126974 0.309125 -1.658299 0.1 0.2 0.2 0.273
H -3.346925 -0.914465 0.043967 0.3 -0.1 0.0 0.268
H -2.852773 -1.398412 -1.547649 0.2 -0.3 0.2 0.342
H -0.787266 -2.840493 -0.764771 -0.1 0.2 -0.2 0.118
C 1.772353 0.254287 1.143345 0.4 1.0 0.9 -0.669
C 2.695817 1.189384 0.322310 -0.7 -1.2 -0.4 -0.796
H 1.598746 -0.755065 0.770784 0.0 0.3 -0.1 0.223
H 2.153230 0.217926 2.163395 0.3 -0.6 0.0 0.339
H 0.844487 0.784025 1.338002 -0.5 -0.3 -0.4 0.143
H 3.320316 1.777377 0.979296 0.1 0.3 0.0 0.279
H 3.325384 0.601782 -0.348014 0.2 0.1 0.1 0.260
H 2.068858 1.808324 -0.317037 0.2 0.3 0.0 0.235
```
Forces are in eV/Å.

Computed properties:
- orbital gap (eV) = 9.981
- SMILES string = CCS.CC
- relative energy (zero: lowest compared OMol25 entry of this formula, charge and spin) (kcal per mole) = 6.9
- HOMO (hartree) = -0.3321